57
Properties=species:S:1:pos:R:3:forces:R:3:lowdin_charge:R:1 method="wB97M-V/def2-TZVPD" largest_force_ev_per_a=0.4 total_charge=+2 de_lowest_ev=0.000 spin_multiplicity=6 homo_energy_ev="-13.70 / -14.78" gap_ev="7.19 / 6.95"
Ir -0.244 -0.620 -0.440 -0.089 -0.114 0.379 1.37
S 0.191 -0.595 2.079 0.137 -0.072 -0.026 0.77
Si -3.671 -0.163 -2.126 0.015 -0.090 0.193 0.51
O -0.971 1.254 -0.430 -0.094 -0.008 -0.054 -0.30
O -1.568 -2.089 0.393 -0.043 -0.008 -0.312 -0.22
N 2.136 0.951 1.096 -0.188 -0.101 -0.090 0.03
N 1.761 0.523 -0.142 0.075 0.188 0.079 -0.04
N 0.760 -0.396 -2.382 0.017 0.009 0.003 -0.04
N 1.988 0.837 3.365 -0.074 -0.053 0.079 0.15
C -5.495 0.139 -2.271 -0.174 0.108 -0.057 -0.16
C -5.011 -0.878 1.008 0.136 0.109 -0.066 -0.01
C 0.907 -0.789 -4.730 -0.065 -0.052 -0.004 0.00
C 0.306 -0.975 -3.495 0.055 -0.009 0.056 -0.09
C 1.841 0.410 -2.456 -0.014 0.064 0.163 -0.20
C -3.469 -3.284 0.973 0.113 0.070 -0.012 0.02
C -3.344 -1.976 -2.483 0.048 -0.117 0.098 -0.16
C -3.141 0.194 -0.336 0.098 0.097 -0.009 -0.13
C 2.315 1.013 -1.184 0.002 -0.073 -0.137 -0.22
C 2.492 0.630 -3.651 0.059 0.003 -0.147 0.03
C -5.596 -2.056 1.232 0.074 -0.289 0.007 -0.03
C -2.799 -2.064 0.683 0.023 0.002 0.108 -0.33
C -3.535 -0.754 0.782 0.060 -0.103 -0.166 -0.23
C 3.361 2.082 -1.166 0.001 -0.043 -0.007 0.02
C -2.309 1.390 0.057 -0.129 0.087 0.155 -0.49
C -4.800 -3.268 1.224 -0.262 0.115 0.039 0.02
C -2.893 2.735 -0.350 0.071 -0.045 -0.140 -0.01
C -2.699 0.898 -3.314 0.125 0.110 -0.070 -0.16
C 1.510 0.459 2.189 0.110 0.096 -0.063 -0.76
C 2.019 0.022 -4.809 0.057 0.050 -0.003 0.01
H 0.499 -1.282 -5.601 0.012 -0.001 0.010 0.13
H 2.519 0.187 -5.754 -0.003 -0.009 0.015 0.13
H 3.389 2.619 -2.109 0.001 -0.001 0.010 0.09
H -5.580 0.044 1.021 0.018 -0.012 -0.010 0.14
H -3.075 2.784 -1.423 0.001 0.009 0.025 0.07
H -3.235 1.819 -3.554 0.033 -0.023 0.008 0.05
H 2.824 1.391 3.468 -0.009 0.022 -0.004 0.14
H 1.546 0.500 4.206 0.015 0.008 0.003 0.13
H 4.354 1.660 -0.989 -0.021 -0.007 0.007 0.12
H 3.148 2.822 -0.394 -0.001 0.008 -0.004 0.10
H -5.765 1.137 -1.919 -0.025 -0.030 -0.027 0.05
H -2.205 3.535 -0.078 -0.018 -0.016 0.009 0.09
H -5.804 0.062 -3.318 0.001 -0.009 0.053 0.05
H -6.657 -2.125 1.424 0.011 -0.029 0.004 0.12
H -3.837 2.897 0.173 0.000 0.013 -0.023 0.10
H 2.922 1.580 1.187 0.025 -0.014 -0.009 0.15
H -4.056 -2.624 -1.962 -0.003 0.036 -0.037 0.04
H -1.717 1.177 -2.926 -0.015 0.011 -0.031 0.01
H -2.897 -4.202 0.948 -0.009 0.013 -0.002 0.14
H -0.560 -1.615 -3.394 -0.073 0.001 0.026 0.11
H -6.068 -0.596 -1.701 -0.011 0.036 -0.014 0.03
H -2.554 0.359 -4.255 -0.035 0.027 0.014 0.04
H -5.302 -4.209 1.418 -0.011 0.028 0.005 0.13
H -2.349 -2.321 -2.190 0.035 0.002 -0.061 0.01
H 3.373 1.254 -3.689 -0.026 0.004 -0.013 0.12
H -2.195 1.398 1.153 0.005 0.001 0.000 0.13
H -3.139 -0.350 1.735 -0.022 0.005 0.003 0.18
H -3.464 -2.162 -3.555 -0.022 -0.006 0.052 0.05



65
Properties=species:S:1:pos:R:3:forces:R:3:lowdin_charge:R:1 method="wB97M-V/def2-TZVPD" largest_force_ev_per_a=2.1 total_charge=+1 de_lowest_ev=0.000 spin_multiplicity=1 homo_energy_ev=-9.95 gap_ev=5.62
K -1.390 -2.271 3.369 0.387 0.647 -0.210 0.85
K -3.013 -4.383 0.007 0.410 0.588 -0.398 0.93
S 1.853 4.531 -1.564 0.898 1.503 0.575 0.62
O 2.965 5.180 -0.929 -0.906 -0.778 -0.484 -0.23
O 1.357 5.103 -2.784 -0.201 -0.870 0.907 -0.23
O -2.198 1.270 -3.207 0.268 0.031 -0.219 0.08
O -0.582 -0.330 -0.706 -0.346 -0.289 0.600 0.07
O -2.015 -0.723 -4.023 0.312 -0.183 -0.281 0.07
O 0.712 4.339 -0.438 0.588 0.239 -0.461 -0.19
O -1.006 -2.499 -0.849 -0.184 -0.452 -0.149 -0.13
O -1.982 -1.375 0.782 0.347 0.610 0.337 -0.13
O 2.149 2.988 -1.720 -0.157 -0.181 0.049 -0.20
N 1.368 -0.610 3.089 1.758 -1.051 -0.525 0.01
N 3.487 -3.356 2.588 -0.311 0.445 -0.926 0.03
N 0.964 -1.993 -3.022 -0.461 -0.635 -0.210 -0.01
N -3.580 3.103 2.363 0.449 -0.713 0.242 0.01
N -2.523 0.109 -3.312 -0.700 0.490 0.671 -0.44
C 2.560 -1.304 -4.391 -0.422 0.605 0.433 -0.10
C 0.981 2.177 -1.390 0.685 0.466 -0.648 -0.13
C 3.142 -2.126 -3.397 -0.224 -1.025 -0.218 -0.10
C -1.220 -1.429 -0.213 -0.392 -1.420 -0.160 -0.82
C 2.110 -2.648 -2.646 0.566 0.857 0.104 -0.15
C 1.542 -0.679 4.441 -1.058 0.194 -0.286 -0.12
C 0.523 0.072 4.988 0.208 -0.219 0.011 -0.11
C -4.001 3.917 1.363 -0.276 0.018 0.041 -0.12
C 3.693 -2.460 1.559 0.463 -0.783 0.419 -0.11
C 2.280 -3.982 2.384 0.328 0.228 0.181 -0.12
C 1.725 -3.454 1.231 -0.833 -1.038 1.003 -0.12
C -3.008 1.971 1.842 0.331 0.249 -0.586 -0.13
C 0.013 3.113 -0.658 -0.456 0.388 -0.249 -0.16
C 0.377 0.214 2.709 -1.546 -0.117 1.345 -0.14
C 1.206 -1.231 -4.132 0.975 0.342 -0.338 -0.13
C -3.047 2.093 0.468 -0.102 -0.397 0.428 -0.13
C -0.230 0.599 3.901 -0.004 0.567 0.122 -0.15
C -3.664 -0.351 -2.458 -0.019 0.160 -0.180 0.06
C -3.729 3.291 0.164 -0.021 0.666 0.178 -0.09
C 2.607 -2.504 0.726 1.014 1.046 -0.610 -0.13
H -3.307 -1.299 -2.072 -0.374 -0.103 0.190 0.08
H 4.181 -2.410 -3.339 -0.017 -0.024 0.063 0.09
H 2.093 -3.397 -1.872 0.019 0.098 0.040 0.10
H 0.012 0.344 1.703 0.369 -0.006 -0.139 0.10
H 2.336 -1.266 4.867 0.042 0.040 0.056 0.11
H 0.469 -0.654 -4.664 -0.261 -0.138 0.254 0.10
H 0.592 1.847 -2.351 -0.226 -0.307 0.204 0.12
H -0.854 3.366 -1.274 -0.055 -0.391 0.106 0.13
H 1.939 -4.751 3.058 -0.049 0.007 -0.030 0.11
H -1.070 1.266 4.013 0.064 0.094 -0.114 0.08
H 0.774 -3.774 0.829 0.047 0.153 -0.207 0.09
H -3.895 0.394 -1.704 0.362 -0.050 0.117 0.08
H -0.305 2.745 0.315 -0.014 -0.011 -0.065 0.12
H -4.545 -0.438 -3.090 0.181 -0.314 -0.183 0.11
H -0.026 -0.719 -1.409 0.105 0.430 -0.032 0.09
H -2.574 1.424 -0.233 -0.166 -0.136 0.034 0.07
H -3.977 3.658 -0.818 0.079 0.095 0.018 0.10
H 1.922 -1.194 2.478 0.147 0.308 -0.406 0.09
H -2.552 1.203 2.443 -0.078 0.071 0.083 0.08
H -4.461 4.840 1.679 -0.088 0.080 -0.567 0.12
H 0.066 -2.268 -2.659 -0.246 -0.060 -0.131 0.10
H 1.366 1.360 -0.789 -0.120 -0.048 0.020 0.11
H 4.689 -2.069 1.423 -0.222 0.479 0.033 0.13
H 4.199 -3.520 3.276 -0.213 -0.369 0.227 0.15
H 0.393 0.245 6.044 -0.157 0.101 -0.044 0.10
H -3.550 3.356 3.333 -0.160 0.020 0.053 0.15
H 2.570 -1.916 -0.178 -0.296 -0.158 -0.010 0.09
H 3.087 -0.741 -5.144 -0.042 -0.051 -0.076 0.10